ORCA calculation (ωB97M-V with the def2-TZVPD basis set) on one molecule with the formula C3H8O3 in a non-equilibrium geometry.

* strongest force on any atom: 12.55 eV/Å
* Kohn-Sham gap: 8.890 eV
* LUMO level: 0.6 eV
* HOMO level: -8.27 eV

ORCA input file:
```
! RIJCOSX wB97M-V def2-TZVPD def2/J DEFGRID3
* xyz 0 1
O -1.654 -0.326 -0.767
C -0.375 1.295 0.192
O -0.874 -0.921 1.142
H 1.127 -0.841 -1.362
H -1.225 1.974 -0.160
O 1.046 0.374 0.054
C 1.161 -0.937 -0.296
H -1.883 -1.219 -0.677
H 2.207 -1.361 -0.044
H 0.539 0.311 1.093
C -0.835 -0.093 0.208
H 0.409 1.579 -0.698
H -0.019 1.760 1.198
H 0.376 -1.595 0.117
*
```

Let us look at the Mulliken charges, expressed in e, one per atom: number 1, O, carries -0.426; number 2, C, carries -1.202; number 3, O, carries -0.647; number 4, H, carries 0.301; number 5, H, carries 0.349; number 6, O, carries -0.413; number 7, C, carries -0.684; number 8, H, carries 0.365; number 9, H, carries 0.221; number 10, H, carries 0.474; number 11, C, carries 0.754; number 12, H, carries 0.261; number 13, H, carries 0.293; number 14, H, carries 0.355

***

ORCA calculation (ωB97M-V with the def2-TZVPD basis set) on one molecule with the formula C3H8O3.

* strongest force on any atom: 0.37 eV/Å
* Kohn-Sham gap: 10.968 eV
* LUMO level: 0.7 eV
* SMILES: OCC(O)CO
* HOMO level: -10.27 eV

ORCA input file:
```
! RIJCOSX wB97M-V def2-TZVPD def2/J DEFGRID3
* xyz 0 1
H 0.109 1.311 -0.811
C 1.175 -1.006 -0.044
O -0.239 0.005 1.536
H -0.941 -1.382 0.158
O -1.886 1.100 -0.226
H -2.037 1.959 -0.633
H 1.385 -1.877 0.595
C -0.683 0.553 -0.752
H 1.288 -1.318 -1.088
C -0.246 -0.530 0.224
H 1.819 0.421 1.035
H -0.844 0.120 -1.750
H -0.997 0.609 1.569
O 2.096 0.036 0.189
*
```

Let us look at the Mulliken charges, expressed in e, one per atom: number 1, H, carries 0.339; number 2, C, carries -0.586; number 3, O, carries -0.585; number 4, H, carries 0.263; number 5, O, carries -0.539; number 6, H, carries 0.310; number 7, H, carries 0.268; number 8, C, carries -0.489; number 9, H, carries 0.355; number 10, C, carries 0.191; number 11, H, carries 0.345; number 12, H, carries 0.292; number 13, H, carries 0.356; number 14, O, carries -0.519

***

ORCA calculation (ωB97M-V with the def2-TZVPD basis set) on a 2-piece molecular cluster, C3H8O3PS overall in a non-equilibrium geometry.

* strongest force on any atom: 4.79 eV/Å
* expectation value of S²: 2.010
* Kohn-Sham gap (spin up / spin down): 3.200 / 6.503 eV
* LUMO level (spin up / spin down): 3.4 / 1.3 eV
* HOMO level (spin up / spin down): 0.16 / -5.23 eV

ORCA input file:
```
! RIJCOSX wB97M-V def2-TZVPD def2/J DEFGRID3
* xyz -1 3
S 0.242 -2.473 0.511
H 0.595 1.009 -2.456
O -0.964 -0.396 2.190
H -0.716 -1.095 2.770
C 1.834 0.522 -0.053
C 0.729 1.440 -0.402
C -0.082 1.188 -1.575
H -3.092 -2.592 0.408
H -0.749 0.317 -1.511
O 0.520 2.517 0.190
H -0.679 2.107 -2.074
P -1.243 -1.148 0.683
H 2.527 0.144 -0.978
H 2.367 0.953 0.847
H 1.385 -0.467 0.245
O -2.676 -2.025 1.208
*
```

Let us look at the Mulliken charges, expressed in e, one per atom: number 1, S, carries -0.374; number 2, H, carries 0.273; number 3, O, carries -0.494; number 4, H, carries 0.295; number 5, C, carries -0.250; number 6, C, carries 0.482; number 7, C, carries -0.753; number 8, H, carries 0.354; number 9, H, carries 0.180; number 10, O, carries -0.615; number 11, H, carries 0.238; number 12, P, carries -0.564; number 13, H, carries 0.261; number 14, H, carries 0.242; number 15, H, carries -0.250; number 16, O, carries -0.026

***

ORCA calculation (ωB97M-V with the def2-TZVPD basis set) on a 2-piece molecular cluster, C3H8O3S overall.

* strongest force on any atom: 0.89 eV/Å
* Kohn-Sham gap: 9.624 eV
* LUMO level: 0.3 eV
* SMILES: O=C(O)CCS.O
* HOMO level: -9.29 eV

ORCA input file:
```
! RIJCOSX wB97M-V def2-TZVPD def2/J DEFGRID3
* xyz 0 1
H 0.928 0.782 1.166
H -2.103 0.848 0.713
O 1.139 0.318 -1.395
H 1.168 0.710 -2.288
H -0.325 -0.190 3.273
C 0.110 0.884 -0.745
C -1.228 0.961 1.348
H 2.470 -3.649 -3.075
H -1.128 2.004 1.592
O 2.872 -3.711 -3.944
S -1.582 0.137 2.945
H 0.094 -0.664 0.721
O -0.615 1.702 -1.245
C 0.007 0.430 0.675
H 3.471 -2.961 -4.028
*
```

Let us look at the Mulliken charges, expressed in e, one per atom: number 1, H, carries 0.287; number 2, H, carries 0.333; number 3, O, carries -0.438; number 4, H, carries 0.340; number 5, H, carries 0.105; number 6, C, carries 0.394; number 7, C, carries -0.443; number 8, H, carries 0.318; number 9, H, carries 0.350; number 10, O, carries -0.635; number 11, S, carries -0.247; number 12, H, carries 0.372; number 13, O, carries -0.553; number 14, C, carries -0.500; number 15, H, carries 0.317

***

ORCA calculation (ωB97M-V with the def2-TZVPD basis set) on C3H8O3Sr as an isolated structure in a non-equilibrium geometry.

* strongest force on any atom: 4.10 eV/Å
* Kohn-Sham gap: 6.985 eV
* LUMO level: -0.6 eV
* HOMO level: -7.58 eV

ORCA input file:
```
! RIJCOSX wB97M-V def2-TZVPD def2/J DEFGRID3
* xyz 0 1
H -0.637 -1.850 1.899
H -1.708 0.143 0.871
H -0.748 -2.544 0.228
C -0.577 1.459 -0.445
O 2.309 1.226 -1.353
O 0.100 -0.666 0.375
Sr 1.764 0.938 0.873
H 2.535 0.515 -1.954
H 0.297 1.434 -1.504
O 0.044 2.048 0.683
H -1.564 -0.460 -0.849
H 0.833 -2.436 1.058
H -1.442 2.059 -0.777
C -1.068 0.081 -0.027
C -0.139 -1.948 0.922
*
```

Let us look at the Mulliken charges, expressed in e, one per atom: number 1, H, carries 0.314; number 2, H, carries 0.263; number 3, H, carries 0.260; number 4, C, carries -0.628; number 5, O, carries -1.028; number 6, O, carries -0.376; number 7, Sr, carries 1.725; number 8, H, carries 0.191; number 9, H, carries 0.235; number 10, O, carries -1.065; number 11, H, carries 0.335; number 12, H, carries 0.254; number 13, H, carries 0.336; number 14, C, carries -0.059; number 15, C, carries -0.757

***

ORCA calculation (ωB97M-V with the def2-TZVPD basis set) on a 2-piece molecular cluster, C3H8O4 overall in a non-equilibrium geometry.

* strongest force on any atom: 2.45 eV/Å
* Kohn-Sham gap: 11.013 eV
* LUMO level: 0.7 eV
* SMILES: O=C(O)CCO.O
* HOMO level: -10.32 eV

ORCA input file:
```
! RIJCOSX wB97M-V def2-TZVPD def2/J DEFGRID3
* xyz 0 1
H -1.040 -3.995 0.931
C -0.663 -2.221 1.154
O -1.694 -2.001 1.788
H -0.173 0.632 1.750
H 1.236 -1.393 1.590
C -0.094 0.178 0.743
O -0.272 -3.417 0.671
C 0.443 -1.217 0.838
H -0.134 3.299 -3.424
H 0.676 1.883 0.197
H 0.775 4.556 -3.559
O 0.911 0.935 0.120
O 0.275 4.024 -2.899
H -1.075 0.293 0.244
H 0.829 -1.557 -0.143
*
```

Let us look at the Mulliken charges, expressed in e, one per atom: number 1, H, carries 0.356; number 2, C, carries 0.465; number 3, O, carries -0.573; number 4, H, carries 0.255; number 5, H, carries 0.237; number 6, C, carries -0.331; number 7, O, carries -0.432; number 8, C, carries -0.340; number 9, H, carries 0.323; number 10, H, carries 0.309; number 11, H, carries 0.319; number 12, O, carries -0.519; number 13, O, carries -0.640; number 14, H, carries 0.294; number 15, H, carries 0.278

***

ORCA calculation (ωB97M-V with the def2-TZVPD basis set) on a 2-piece molecular cluster, C3H8O4 overall in a non-equilibrium geometry.

* strongest force on any atom: 5.54 eV/Å
* Kohn-Sham gap: 11.153 eV
* LUMO level: 0.6 eV
* SMILES: O=C(O)CCO.O
* HOMO level: -10.58 eV

ORCA input file:
```
! RIJCOSX wB97M-V def2-TZVPD def2/J DEFGRID3
* xyz 0 1
H -1.744 0.915 -1.147
H -1.764 -1.347 -0.511
H 1.204 -0.942 -0.897
H -0.872 -1.537 -1.966
C 0.419 -1.163 -0.263
O -0.681 0.148 1.357
H -0.675 0.822 0.665
C 0.468 -0.552 1.041
C -0.897 -0.935 -1.121
O 1.440 -0.584 1.747
O 0.994 2.234 0.670
H 1.374 3.123 0.748
H 1.282 1.747 1.569
H 0.538 -2.368 -0.236
O -1.086 0.437 -1.658
*
```

Let us look at the Mulliken charges, expressed in e, one per atom: number 1, H, carries 0.322; number 2, H, carries 0.237; number 3, H, carries 0.282; number 4, H, carries 0.469; number 5, C, carries -0.179; number 6, O, carries -0.478; number 7, H, carries 0.352; number 8, C, carries 0.450; number 9, C, carries -0.664; number 10, O, carries -0.550; number 11, O, carries -0.657; number 12, H, carries 0.298; number 13, H, carries 0.348; number 14, H, carries 0.287; number 15, O, carries -0.518

***

ORCA calculation (ωB97M-V with the def2-TZVPD basis set) on a 2-piece molecular cluster, C3H8OS overall in a non-equilibrium geometry.

* strongest force on any atom: 4.54 eV/Å
* Kohn-Sham gap: 10.046 eV
* LUMO level: 0.8 eV
* SMILES: C=O.CCS
* HOMO level: -9.24 eV

ORCA input file:
```
! RIJCOSX wB97M-V def2-TZVPD def2/J DEFGRID3
* xyz 0 1
H -0.287 -0.386 -1.626
H -1.723 -1.392 -1.309
C 1.965 1.898 0.813
C -1.044 -0.665 -0.899
H 1.264 2.681 0.548
H -2.731 1.041 -1.015
H 0.899 -1.519 0.073
O 2.568 1.173 0.106
H -0.448 -2.607 0.027
H 1.998 1.751 2.083
C -0.208 -1.545 0.137
H -0.360 -1.126 1.092
S -1.894 0.698 -0.029
*
```

Let us look at the Mulliken charges, expressed in e, one per atom: number 1, H, carries 0.307; number 2, H, carries 0.343; number 3, C, carries -0.068; number 4, C, carries -0.380; number 5, H, carries 0.261; number 6, H, carries 0.117; number 7, H, carries 0.255; number 8, O, carries -0.354; number 9, H, carries 0.287; number 10, H, carries 0.160; number 11, C, carries -0.973; number 12, H, carries 0.298; number 13, S, carries -0.252

***

ORCA calculation (ωB97M-V with the def2-TZVPD basis set) on C3H8OS as an isolated structure in a non-equilibrium geometry.

* strongest force on any atom: 6.55 eV/Å
* Kohn-Sham gap: 9.104 eV
* LUMO level: 0.8 eV
* HOMO level: -8.35 eV

ORCA input file:
```
! RIJCOSX wB97M-V def2-TZVPD def2/J DEFGRID3
* xyz 0 1
H 0.116 -0.721 1.377
H -2.308 -0.875 -0.781
H 1.884 1.050 1.098
C 1.914 0.918 0.044
H 2.796 1.931 -0.260
C 0.299 -1.064 0.346
H -0.267 -2.134 0.174
S 2.012 -0.736 -0.459
H -2.464 0.655 -1.155
C -1.934 0.024 -0.386
H 0.919 0.997 -0.500
H -2.584 -0.198 0.690
O -0.382 0.152 -0.189
*
```

Let us look at the Mulliken charges, expressed in e, one per atom: number 1, H, carries 0.340; number 2, H, carries 0.331; number 3, H, carries 0.237; number 4, C, carries -0.669; number 5, H, carries 0.263; number 6, C, carries -0.435; number 7, H, carries 0.288; number 8, S, carries -0.167; number 9, H, carries 0.335; number 10, C, carries -0.827; number 11, H, carries 0.351; number 12, H, carries 0.261; number 13, O, carries -0.307